Entry 1:
This record from OMol25 describes a cluster of 4 separate species, C32H54N3O14S2 in total at a distorted geometry. The level of theory is ωB97M-V with the def2-TZVPD basis set.

## Properties
HOMO ... -10.86 eV
HOMO-LUMO gap ... 6.7 eV
LUMO level ... -4.13 eV
Charge ... +1

Each line ends with the Löwdin charge.
Element x y z (Å)
C (-1.46, -4.20, -1.60)  -0.14
O (-0.41, -3.67, -2.51)  -0.25
C (-1.04, -2.50, -3.20)  -0.20
C (0.04, -1.28, -3.49)  -0.17
C (-0.38, -0.33, -4.77)  -0.20
C (-1.13, 1.08, -4.27)  -0.21
C (-2.60, 0.73, -3.61)  -0.21
C (-3.37, 2.06, -3.02)  -0.20
C (-3.09, 2.39, -1.44)  -0.21
C (-1.70, 1.76, -0.84)  -0.15
C (-1.71, 1.97, 0.82)  -0.12
N (-0.75, 3.04, 1.30)  0.00
C (0.57, 2.84, 2.03)  -0.12
C (1.32, 1.48, 2.55)  -0.04
N (1.35, 4.10, 2.34)  0.10
N (0.51, 5.11, 1.83)  0.01
C (-0.77, 4.55, 1.22)  -0.34
S (-2.13, 5.60, 0.48)  0.89
C (-1.69, 6.26, -1.22)  -0.35
C (-0.66, 5.28, -2.04)  -0.28
O (-1.19, 4.56, -3.05)  -0.03
O (0.79, 5.16, -1.78)  -0.11
C (1.59, 5.36, -2.99)  -0.11
C (2.64, 6.62, -2.67)  -0.28
C (1.68, 7.94, -2.33)  -0.04
O (3.50, 6.23, -1.54)  -0.10
C (4.66, 5.47, -2.10)  -0.28
O (4.73, 4.13, -1.94)  -0.01
C (5.90, 6.25, -2.89)  -0.42
S (6.60, 7.70, -1.86)  0.64
H (-1.62, -3.52, -0.63)  0.11
H (-1.17, -5.29, -1.21)  0.10
H (-2.50, -4.28, -2.16)  0.10
H (-1.93, -2.18, -2.49)  0.10
H (-1.42, -2.90, -4.25)  0.14
H (0.24, -0.63, -2.52)  0.11
H (1.05, -1.84, -3.81)  0.12
H (-1.09, -0.88, -5.53)  0.12
H (0.63, 0.05, -5.29)  0.11
H (-0.44, 1.72, -3.56)  0.09
H (-1.36, 1.67, -5.28)  0.12
H (-3.27, 0.34, -4.52)  0.13
H (-2.59, -0.13, -2.82)  0.09
H (-3.18, 2.99, -3.71)  0.11
H (-4.54, 1.83, -3.11)  0.12
H (-3.99, 2.01, -0.79)  0.12
H (-3.10, 3.58, -1.35)  0.08
H (-1.63, 0.60, -1.00)  0.11
H (-0.71, 2.22, -1.31)  0.12
H (-2.81, 2.09, 1.22)  0.15
H (-1.31, 0.94, 1.29)  0.15
H (1.39, 0.74, 1.64)  0.10
H (2.43, 1.81, 2.84)  0.11
H (0.80, 0.98, 3.49)  0.11
H (0.80, 6.12, 1.90)  0.18
H (-1.23, 7.33, -1.10)  0.10
H (-2.71, 6.33, -1.83)  0.13
H (0.98, 5.70, -3.94)  0.15
H (2.16, 4.34, -3.19)  0.16
H (3.23, 6.81, -3.67)  0.16
H (0.57, 7.79, -2.74)  0.09
H (1.60, 8.01, -1.16)  0.09
H (2.19, 8.89, -2.82)  0.10
H (5.47, 6.67, -3.89)  0.08
H (6.77, 5.47, -3.16)  0.12
H (5.51, 8.12, -1.08)  -0.12
C (3.28, -6.33, 1.46)  -0.01
C (1.98, -5.57, 1.68)  -0.35
C (1.00, -5.74, 0.56)  -0.11
O (0.25, -4.54, 0.63)  0.01
C (1.07, -3.60, 1.17)  -0.50
O (0.83, -2.41, 1.21)  0.11
O (2.21, -4.17, 1.67)  0.08
H (4.00, -6.08, 2.25)  0.09
H (3.11, -7.41, 1.48)  0.10
H (3.75, -6.06, 0.51)  0.09
H (1.54, -5.84, 2.64)  0.15
H (0.36, -6.61, 0.69)  0.15
H (1.47, -5.79, -0.43)  0.15
C (-5.37, -4.78, 3.11)  -0.02
C (-5.47, -4.89, 1.60)  -0.35
C (-4.49, -5.85, 1.00)  -0.11
O (-4.32, -5.33, -0.31)  0.06
C (-4.57, -3.98, -0.23)  -0.51
O (-4.33, -3.18, -1.11)  0.11
O (-5.12, -3.66, 0.98)  0.09
H (-6.02, -3.99, 3.48)  0.09
H (-5.65, -5.72, 3.59)  0.09
H (-4.35, -4.52, 3.42)  0.09
H (-6.50, -5.13, 1.31)  0.16
H (-4.87, -6.87, 0.96)  0.15
H (-3.51, -5.85, 1.50)  0.14
C (2.57, -2.36, 7.34)  -0.02
C (3.10, -3.23, 6.22)  -0.35
C (2.17, -3.35, 5.06)  -0.11
O (2.53, -4.61, 4.51)  0.03
C (3.02, -5.35, 5.54)  -0.50
O (3.24, -6.55, 5.48)  0.14
O (3.23, -4.58, 6.65)  0.09
H (3.24, -2.41, 8.21)  0.09
H (2.48, -1.32, 7.02)  0.09
H (1.59, -2.71, 7.68)  0.09
H (4.10, -2.88, 5.91)  0.16
H (2.31, -2.55, 4.32)  0.14
H (1.11, -3.39, 5.35)  0.14

Entry 2:
This record from OMol25 describes a cluster of 5 separate species, C32H55F2O2P in total at a distorted geometry. The level of theory is ωB97M-V with the def2-TZVPD basis set.

## Properties
HOMO (spin up / spin down) ... -11.18 / -11.18 eV
Multiplicity ... 2
HOMO-LUMO gap (spin up / spin down) ... 9.1 / 6.4 eV
LUMO level (spin up / spin down) ... -2.10 / -4.83 eV
Charge ... +1

Each line ends with the Mulliken spin population.
Element x y z (Å)
C (-4.85, 3.84, -2.58)  0.00
C (-3.69, 3.47, -3.50)  0.00
C (-2.48, 2.84, -2.71)  0.00
C (-2.62, 1.24, -2.46)  0.00
P (-1.35, 0.59, -1.35)  0.00
C (-1.61, -1.12, -0.85)  0.00
C (-3.01, -1.39, -0.37)  0.00
C (-3.10, -2.93, 0.09)  0.00
C (-4.47, -3.20, 0.71)  0.00
C (-1.42, 1.60, 0.12)  0.00
C (-2.85, 1.98, 0.73)  0.00
C (-2.95, 1.76, 2.26)  0.00
C (-2.05, 2.68, 3.15)  0.00
C (0.31, 0.71, -2.16)  0.01
C (0.41, 0.35, -3.64)  0.00
C (-0.08, -1.01, -4.16)  0.00
C (0.18, -1.16, -5.66)  0.00
H (-4.92, 3.06, -1.82)  0.00
H (-5.82, 3.91, -3.08)  0.00
H (-4.60, 4.76, -2.05)  0.00
H (-3.27, 4.30, -4.07)  0.00
H (-4.09, 2.68, -4.15)  0.00
H (-2.19, 3.34, -1.78)  0.00
H (-1.71, 3.16, -3.42)  0.00
H (-2.50, 0.77, -3.44)  0.00
H (-3.66, 1.04, -2.18)  0.00
H (-0.90, -1.56, -0.15)  0.00
H (-1.51, -1.61, -1.82)  0.00
H (-3.72, -1.25, -1.19)  0.00
H (-3.17, -0.88, 0.58)  0.00
H (-2.31, -3.27, 0.76)  0.00
H (-3.02, -3.60, -0.77)  0.00
H (-4.80, -2.36, 1.32)  0.00
H (-4.48, -4.09, 1.34)  0.00
H (-5.11, -3.39, -0.15)  0.00
H (-0.82, 2.51, 0.17)  -0.01
H (-0.88, 0.93, 0.80)  0.00
H (-3.64, 1.33, 0.35)  0.00
H (-3.12, 3.03, 0.62)  0.00
H (-2.61, 0.76, 2.53)  0.00
H (-3.97, 1.79, 2.65)  0.00
H (-0.99, 2.52, 2.98)  0.00
H (-2.13, 2.37, 4.20)  0.00
H (-2.09, 3.76, 2.98)  0.00
H (1.02, 0.13, -1.58)  -0.01
H (0.75, 1.69, -1.93)  0.00
H (1.48, 0.39, -3.84)  0.00
H (-0.03, 1.19, -4.19)  0.00
H (-1.15, -0.84, -4.12)  0.00
H (0.25, -1.90, -3.63)  0.00
H (-0.13, -2.16, -5.96)  0.00
H (1.23, -0.97, -5.88)  0.00
H (-0.27, -0.26, -6.09)  0.00
C (2.55, 1.12, 1.70)  -0.03
O (1.73, 0.11, 1.10)  0.93
H (2.40, 1.15, 2.78)  0.06
H (3.61, 1.02, 1.47)  0.00
H (2.17, 2.10, 1.42)  0.06
C (2.88, -3.21, 2.70)  0.00
C (2.84, -3.91, 1.35)  0.00
O (2.46, -5.07, 1.13)  0.00
C (3.42, -3.10, 0.18)  0.00
H (3.25, -3.85, 3.50)  0.00
H (1.86, -2.89, 2.90)  0.00
H (3.28, -2.20, 2.59)  0.00
H (2.91, -3.47, -0.72)  0.00
H (4.49, -3.26, 0.13)  0.00
H (3.27, -2.02, 0.20)  0.00
F (9.07, 2.64, -2.08)  0.00
C (8.16, 1.72, -1.66)  0.00
C (8.44, 0.32, -1.68)  0.00
C (7.33, -0.52, -1.35)  0.00
C (6.14, 0.00, -0.87)  0.00
C (5.89, 1.33, -0.73)  0.00
C (6.96, 2.20, -1.10)  0.00
H (9.41, 0.01, -2.06)  0.00
H (7.32, -1.60, -1.31)  0.00
H (5.37, -0.63, -0.46)  0.00
H (5.01, 1.72, -0.24)  0.00
H (6.80, 3.27, -1.04)  0.00
F (-2.48, -0.45, 7.34)  0.00
C (-1.76, -0.87, 6.22)  0.00
C (-1.87, -2.20, 5.77)  0.00
C (-1.19, -2.58, 4.60)  0.00
C (-0.53, -1.55, 3.91)  0.00
C (-0.53, -0.22, 4.29)  0.00
C (-1.08, 0.13, 5.50)  0.00
H (-2.57, -2.92, 6.16)  0.00
H (-1.33, -3.57, 4.20)  0.00
H (-0.12, -1.80, 2.94)  0.00
H (0.07, 0.41, 3.65)  0.00
H (-1.09, 1.13, 5.91)  0.00